1.
DFT (ωB97M-V/def2-TZVPD) results for C41H46MnP2 as an isolated structure.

Structure (XYZ):
```
90
Properties=species:S:1:pos:R:3
Mn -1.301 1.322 0.601
C 4.315 -4.209 0.245
C 4.715 -3.004 -0.179
C 5.138 -2.547 -1.550
C 4.743 -3.439 -2.748
C 3.251 -3.627 -2.880
C 2.459 -4.512 -2.262
C 2.797 -5.590 -1.266
C 4.159 -5.486 -0.544
C -3.297 1.813 0.095
H 4.034 -4.284 1.296
H 4.746 -2.213 0.572
H 6.230 -2.405 -1.559
H 4.714 -1.546 -1.710
H 5.112 -2.951 -3.657
H 5.263 -4.397 -2.689
H 2.759 -2.921 -3.549
H 1.396 -4.461 -2.504
H 2.733 -6.570 -1.764
H 2.003 -5.598 -0.506
H 4.229 -6.333 0.149
H 4.973 -5.616 -1.260
H -4.003 1.436 0.841
H -3.570 1.396 -0.884
H -3.399 2.905 0.036
P 0.839 0.774 1.114
P -1.013 -0.012 -1.213
C 1.535 -0.233 -0.250
C 0.735 -0.555 -1.274
C 2.092 2.085 1.321
C 3.433 1.913 0.947
C 4.338 2.963 1.086
C 3.912 4.189 1.603
C 2.580 4.364 1.981
C 1.671 3.316 1.840
C 1.093 -0.315 2.556
C 0.164 -1.333 2.819
C 0.267 -2.097 3.980
C 1.291 -1.846 4.895
C 2.210 -0.826 4.645
C 2.114 -0.063 3.483
C -1.304 0.641 -2.887
C -0.941 1.955 -3.210
C -1.264 2.489 -4.456
C -1.963 1.720 -5.388
C -2.340 0.414 -5.067
C -2.016 -0.124 -3.824
C -1.883 -1.622 -1.211
C -3.168 -1.662 -0.656
C -3.858 -2.871 -0.571
C -3.269 -4.045 -1.041
C -1.989 -4.010 -1.600
C -1.296 -2.804 -1.685
H 2.572 -0.565 -0.205
H 1.086 -1.161 -2.110
H 3.769 0.955 0.559
H 5.376 2.825 0.795
H 4.620 5.005 1.714
H 2.249 5.315 2.389
H 0.631 3.430 2.134
H -0.643 -1.521 2.116
H -0.454 -2.887 4.170
H 1.370 -2.441 5.801
H 3.005 -0.623 5.357
H 2.832 0.729 3.293
H -0.410 2.563 -2.481
H -0.973 3.507 -4.699
H -2.216 2.137 -6.358
H -2.891 -0.186 -5.786
H -2.314 -1.138 -3.577
H -3.614 -0.733 -0.304
H -4.857 -2.894 -0.144
H -3.808 -4.986 -0.980
H -1.532 -4.924 -1.971
H -0.305 -2.777 -2.129
C -4.584 4.571 3.621
C -4.520 4.594 2.087
C -5.896 4.244 1.499
C -4.080 5.983 1.601
C -3.505 3.563 1.618
C -2.635 2.679 1.217
H -5.320 5.317 3.993
H -3.590 4.811 4.058
H -4.890 3.566 3.985
H -6.659 4.983 1.826
H -5.858 4.247 0.388
H -6.218 3.234 1.834
H -3.080 6.242 2.011
H -4.019 6.008 0.491
H -4.805 6.759 1.929
```

## Properties
energy above the lowest of the compared OMol25 structures with the same formula, charge and spin	79.1	kcal per mole
net charge	+2
orbital gap (alpha / beta)	4.985 / 4.759	eV
spin multiplicity	4

=====

2.
DFT (ωB97M-V/def2-TZVPD) results for C41H47BrCl2N2O5RuSSb as an isolated structure.

Structure (XYZ):
```
101
Properties=species:S:1:pos:R:3
Ru -8.608 -4.401 19.843
Br -10.969 -4.172 21.783
C -10.029 -4.293 23.390
C -10.836 -4.540 24.494
C -10.317 -5.079 25.694
C -8.991 -5.318 25.702
C -8.080 -4.954 24.639
C -6.695 -5.241 24.762
C -5.826 -4.968 23.740
C -6.287 -4.221 22.647
C -7.604 -3.878 22.471
C -8.597 -4.385 23.469
H -11.946 -4.438 24.372
H -10.935 -5.188 26.567
H -8.514 -5.691 26.616
H -6.343 -5.570 25.733
H -4.764 -5.188 23.829
H -5.617 -3.827 21.904
Cl -12.794 -6.236 17.479
C -11.683 -7.207 18.411
C -11.857 -8.557 18.549
C -10.870 -9.307 19.196
Cl -10.958 -11.054 19.054
C -9.721 -8.772 19.745
C -8.682 -9.446 20.477
C -7.638 -8.734 21.026
C -7.631 -7.337 20.957
N -8.596 -6.677 20.266
C -9.592 -7.376 19.650
C -10.529 -6.583 18.948
O -10.316 -5.253 18.818
H -12.789 -9.020 18.120
H -8.866 -10.502 20.571
H -6.839 -9.251 21.569
H -6.888 -6.756 21.461
C -6.989 -0.565 17.116
C -8.143 -1.240 16.369
C -8.543 -0.433 15.140
C -7.637 -2.604 15.901
Sb -9.701 -1.589 17.932
C -10.135 0.479 18.667
C -10.154 1.516 17.574
C -9.097 0.825 19.727
C -11.487 0.414 19.303
C -11.457 -2.288 16.769
C -12.392 -2.722 17.913
C -12.041 -1.128 16.029
C -11.016 -3.461 15.851
H -6.159 -0.401 16.417
H -6.617 -1.183 17.928
H -7.234 0.394 17.526
H -7.677 -0.198 14.582
H -9.074 0.481 15.380
H -9.204 -1.124 14.568
H -6.756 -2.480 15.282
H -8.449 -3.151 15.431
H -7.308 -3.230 16.707
H -9.183 1.614 17.049
H -10.408 2.486 18.080
H -10.978 1.340 16.862
H -8.115 0.942 19.307
H -9.072 -0.045 20.469
H -9.424 1.711 20.231
H -12.294 0.112 18.582
H -11.769 1.413 19.595
H -11.611 -0.327 20.102
H -12.482 -1.943 18.673
H -12.031 -3.667 18.369
H -13.388 -2.990 17.502
H -12.465 -0.344 16.657
H -12.842 -1.483 15.406
H -11.264 -0.714 15.380
H -10.548 -4.266 16.414
H -10.268 -3.197 15.087
H -11.879 -3.906 15.435
O -8.532 -8.064 15.890
S -7.678 -6.920 15.732
O -7.730 -6.208 14.499
N -7.734 -5.864 16.956
C -6.597 -5.737 17.627
O -6.436 -4.994 18.603
C -5.499 -6.598 17.068
C -4.224 -6.774 17.564
C -3.366 -7.666 16.940
C -3.830 -8.485 15.894
C -5.165 -8.357 15.479
C -5.939 -7.389 16.024
H -3.913 -6.117 18.433
H -2.371 -7.739 17.268
H -3.203 -9.218 15.448
H -5.563 -9.038 14.702
C -8.683 -1.337 22.995
O -8.923 -1.985 21.786
C -7.933 -2.935 21.331
C -6.714 -2.202 20.746
H -8.095 -1.924 23.685
H -9.652 -1.099 23.400
H -8.086 -0.396 22.858
H -6.030 -1.764 21.464
H -7.082 -1.374 20.109
H -6.093 -2.836 20.115
```

## Properties
energy above the lowest of the compared OMol25 structures with the same formula, charge and spin	0.0	kcal per mole
net charge	-2
orbital gap (alpha / beta)	3.198 / 5.439	eV
spin multiplicity	6

=====

3.
DFT (ωB97M-V/def2-TZVPD) results for C41H47CrN2O2Sb2Si as an isolated structure.

Structure (XYZ):
```
96
Properties=species:S:1:pos:R:3
Cr -0.053 -0.036 -0.066
C -1.386 1.345 3.511
Sb 0.122 0.161 2.590
C 0.099 -1.426 4.013
C 1.830 1.303 3.238
C 3.047 0.478 3.544
C 3.190 -0.065 4.823
C 4.281 -0.840 5.179
C 5.280 -1.072 4.242
C 5.165 -0.519 2.977
C 4.063 0.253 2.599
C 4.048 0.853 1.222
Sb 3.206 -0.284 -0.422
C 4.050 1.125 -1.809
C 4.799 -1.711 -0.586
H -1.126 1.469 4.561
H -2.344 0.830 3.432
H -1.458 2.320 3.032
H 1.080 -1.532 4.472
H -0.173 -2.359 3.524
H -0.643 -1.192 4.778
H 1.492 1.840 4.124
H 1.980 2.020 2.435
H 2.421 0.140 5.561
H 4.360 -1.243 6.180
H 6.151 -1.661 4.500
H 5.964 -0.667 2.258
H 5.072 1.020 0.885
H 3.520 1.805 1.180
H 5.134 1.053 -1.729
H 3.736 2.129 -1.524
H 3.756 0.935 -2.841
H 5.582 -1.318 -1.238
H 4.419 -2.652 -0.988
H 5.209 -1.909 0.404
N 0.023 0.234 -2.200
C -0.107 1.601 -2.780
C 0.851 2.600 -2.146
C 0.668 2.730 -0.647
O 0.295 3.761 -0.132
O 1.003 1.647 0.038
H 0.946 -0.127 -2.431
H -0.630 -0.399 -2.656
H -1.129 1.932 -2.636
H 0.073 1.562 -3.855
H 0.683 3.576 -2.598
H 1.883 2.299 -2.347
C -2.661 -4.879 3.163
C -3.188 -3.765 2.527
C -2.419 -3.055 1.611
C -1.102 -3.428 1.297
C -0.605 -4.566 1.947
C -1.367 -5.279 2.865
Si 0.017 -2.485 0.071
C -0.439 -3.080 -1.666
C -1.688 -3.623 -1.984
C -2.015 -3.962 -3.295
C -1.095 -3.772 -4.316
C 0.158 -3.246 -4.024
C 0.475 -2.904 -2.715
C 1.691 -3.288 0.491
C 2.364 -2.979 1.681
C 3.454 -3.715 2.124
C 3.920 -4.783 1.368
C 3.284 -5.103 0.177
C 2.177 -4.370 -0.248
H -3.254 -5.432 3.880
H -4.200 -3.444 2.743
H -2.869 -2.200 1.139
H 0.405 -4.903 1.746
H -0.943 -6.150 3.350
H -2.418 -3.787 -1.197
H -2.989 -4.380 -3.517
H -1.348 -4.041 -5.335
H 0.887 -3.107 -4.815
H 1.466 -2.511 -2.498
H 2.028 -2.152 2.301
H 3.940 -3.444 3.054
H 4.774 -5.359 1.703
H 3.638 -5.935 -0.419
H 1.677 -4.664 -1.165
C -2.123 -0.247 -0.062
C -2.706 0.900 -0.804
C -3.385 0.695 -2.012
C -3.893 1.755 -2.738
C -3.718 3.060 -2.274
C -3.054 3.283 -1.072
C -2.570 2.210 -0.341
C -4.223 4.174 -3.047
N -4.625 5.055 -3.667
H -2.452 -1.181 -0.516
H -2.418 -0.237 0.987
H -3.521 -0.319 -2.376
H -4.420 1.584 -3.668
H -2.900 4.294 -0.720
H -2.038 2.398 0.584
```

## Properties
energy above the lowest of the compared OMol25 structures with the same formula, charge and spin	0.0	kcal per mole
orbital gap (alpha / beta)	7.744 / 8.041	eV
spin multiplicity	2

=====

4.
DFT (ωB97M-V/def2-TZVPD) results for C41H48AsN4PPdS2Si2 as an isolated structure.

Structure (XYZ):
```
100
Properties=species:S:1:pos:R:3
Pd -0.542 -0.028 0.719
N 2.540 -0.518 2.526
C 1.461 -0.526 3.399
C 1.769 -0.742 4.756
C 0.758 -0.719 5.682
C -0.546 -0.455 5.257
C -0.754 -0.277 3.913
N 0.214 -0.348 2.984
C 2.743 -0.168 1.195
C 4.089 -0.068 0.793
C 4.385 0.271 -0.502
C 3.335 0.507 -1.393
C 2.056 0.378 -0.921
N 1.745 0.040 0.346
H 3.413 -0.650 3.008
H 2.794 -0.914 5.057
H 0.976 -0.885 6.729
H -1.372 -0.401 5.952
H -1.744 -0.063 3.527
H 4.879 -0.244 1.512
H 5.415 0.356 -0.820
H 3.509 0.785 -2.422
H 1.208 0.552 -1.572
C -4.045 4.870 1.056
C -3.353 5.083 -0.124
C -2.641 4.048 -0.718
C -2.608 2.796 -0.117
C -3.311 2.581 1.072
C -4.033 3.612 1.651
P -1.729 1.368 -0.812
C -0.979 1.894 -2.368
C -0.021 2.911 -2.299
C 0.676 3.291 -3.433
C 0.436 2.656 -4.646
C -0.501 1.636 -4.718
C -1.205 1.252 -3.584
C -3.155 0.290 -1.162
C -4.077 0.499 -2.178
C -5.181 -0.336 -2.315
C -5.386 -1.367 -1.420
C -4.494 -1.572 -0.354
C -4.707 -2.597 0.593
C -3.827 -2.766 1.658
C -2.740 -1.926 1.800
C -2.426 -0.893 0.876
C -3.359 -0.730 -0.212
H -4.605 5.678 1.508
H -3.372 6.056 -0.596
H -2.120 4.224 -1.650
H -3.295 1.602 1.540
H -4.600 3.434 2.557
H 0.182 3.405 -1.356
H 1.407 4.085 -3.370
H 0.978 2.957 -5.532
H -0.689 1.136 -5.659
H -1.924 0.448 -3.663
H -3.934 1.319 -2.873
H -5.886 -0.174 -3.120
H -6.247 -2.015 -1.529
H -5.569 -3.245 0.495
H -4.016 -3.558 2.372
H -2.067 -2.080 2.635
S 0.530 2.630 1.472
C 0.083 3.072 3.024
N -1.082 3.575 3.404
C -1.322 3.678 4.839
C 0.058 3.808 5.472
S 1.156 2.860 4.373
H -1.807 3.728 2.715
H -1.827 2.772 5.188
H -1.951 4.540 5.055
H 0.085 3.394 6.477
H 0.396 4.842 5.500
C -0.990 -5.397 0.724
Si 0.524 -4.288 0.799
C 0.850 -3.730 2.556
C 2.037 -5.086 0.042
As -0.059 -2.362 -0.488
Si -0.245 -2.903 -2.804
C -2.073 -2.722 -3.198
C 0.819 -1.685 -3.744
C 0.321 -4.659 -3.099
H -0.722 -6.395 1.082
H -1.389 -5.511 -0.284
H -1.788 -5.018 1.364
H 0.964 -4.609 3.196
H 0.040 -3.124 2.960
H 1.773 -3.153 2.621
H 2.481 -5.758 0.781
H 2.801 -4.358 -0.235
H 1.792 -5.679 -0.837
H -2.446 -1.720 -2.985
H -2.672 -3.430 -2.621
H -2.244 -2.935 -4.256
H 0.609 -0.650 -3.477
H 0.642 -1.794 -4.817
H 1.879 -1.877 -3.563
H -0.233 -5.395 -2.518
H 1.384 -4.783 -2.892
H 0.166 -4.895 -4.155
```

## Properties
energy above the lowest of the compared OMol25 structures with the same formula, charge and spin	0.0	kcal per mole
net charge	+2
orbital gap (alpha / beta)	6.213 / 4.835	eV
spin multiplicity	5

=====

5.
DFT (ωB97M-V/def2-TZVPD) results for C41H48AuN6OPS2 as an isolated structure.

Structure (XYZ):
```
100
Properties=species:S:1:pos:R:3
Au 0.070 0.161 0.075
C -0.339 0.210 7.340
C -0.901 -0.895 6.446
C -0.241 -2.229 6.826
C -2.421 -0.988 6.669
C -0.647 -0.619 4.973
C -0.023 0.535 4.508
C 0.160 0.707 3.151
N -0.236 -0.185 2.245
C -0.870 -1.295 2.659
C -1.069 -1.532 4.006
C -1.398 -2.189 1.593
C -2.082 -3.365 1.869
C -2.602 -4.141 0.839
C -2.397 -3.675 -0.460
C -1.702 -2.503 -0.665
N -1.212 -1.774 0.338
C -3.369 -5.431 1.083
C -3.456 -5.781 2.569
C -4.794 -5.258 0.531
C -2.665 -6.580 0.346
H -0.539 -0.035 8.382
H -0.807 1.175 7.134
H 0.742 0.311 7.227
H -0.410 -2.432 7.884
H 0.837 -2.197 6.657
H -0.654 -3.065 6.260
H -2.623 -1.187 7.721
H -2.869 -1.794 6.086
H -2.913 -0.052 6.397
H 0.317 1.306 5.184
H 0.626 1.604 2.764
H -1.576 -2.432 4.319
H -2.213 -3.681 2.891
H -2.773 -4.220 -1.314
H -1.519 -2.123 -1.663
H -3.993 -5.018 3.136
H -2.466 -5.923 3.009
H -4.002 -6.717 2.685
H -5.316 -4.444 1.038
H -5.361 -6.176 0.689
H -4.791 -5.048 -0.539
H -1.644 -6.712 0.707
H -2.630 -6.414 -0.732
H -3.209 -7.509 0.519
S -2.022 4.751 0.899
C -1.092 3.431 0.302
N -1.474 2.246 0.647
C -2.606 2.317 1.451
C -3.301 1.228 1.980
C -4.405 1.467 2.770
C -4.831 2.775 3.038
C -4.167 3.863 2.510
C -3.051 3.619 1.712
H -0.230 3.609 -0.328
H -2.982 0.220 1.747
H -4.961 0.636 3.183
H -5.701 2.935 3.661
H -4.505 4.871 2.707
C -1.528 3.187 -10.897
C -1.653 2.925 -9.434
O -2.277 3.542 -8.637
S -0.567 1.481 -8.963
C -0.527 1.347 -7.253
C -1.071 2.263 -6.317
C -0.930 2.016 -4.984
C -0.248 0.857 -4.516
C 0.299 -0.054 -5.464
C 0.164 0.187 -6.793
C -0.130 0.629 -3.150
C -0.050 0.452 -1.936
H -2.426 3.694 -11.242
H -1.360 2.272 -11.464
H -0.671 3.848 -11.053
H -1.598 3.139 -6.654
H -1.345 2.705 -4.261
H 0.817 -0.934 -5.112
H 0.577 -0.503 -7.518
C 5.347 0.477 0.979
N 4.654 1.700 1.393
C 4.836 2.720 0.361
N 4.391 2.288 -0.964
C 5.091 1.052 -1.316
N 4.917 -0.015 -0.330
C 3.549 -0.508 -0.301
P 2.368 0.841 0.165
C 3.247 1.461 1.681
C 2.946 2.133 -1.029
H 5.189 -0.300 1.728
H 6.414 0.695 0.926
H 5.898 2.957 0.301
H 4.297 3.625 0.647
H 6.156 1.275 -1.391
H 4.743 0.704 -2.290
H 3.460 -1.328 0.414
H 3.272 -0.896 -1.284
H 3.152 0.729 2.485
H 2.786 2.393 2.018
H 2.464 3.087 -0.802
H 2.643 1.841 -2.037
```

## Properties
energy above the lowest of the compared OMol25 structures with the same formula, charge and spin	0.0	kcal per mole
net charge	+2
orbital gap (alpha / beta)	7.033 / 4.679	eV
spin multiplicity	3